# ClH2NO2Si

2 unconnected molecules or ions with the total composition ClH2NO2Si (ωB97M-V/def2-TZVPD, OMol25).

Properties
energy	-955.98846	a.u.
max |F|	4.29	eV/Å
2S+1	1
charge	0
energy above the lowest of the compared OMol25 structures with the same formula, charge and spin	2.492	eV

Cartesian coordinates (Å):
N 1.519 0.024 0.195
O 2.268 0.681 -0.523
O 1.918 -0.833 0.936
Si -1.184 0.189 -0.168
Cl -1.933 -1.617 0.481
H -1.390 1.498 0.589
H -1.198 0.059 -1.510

Forces on atoms 1 to 6 (eV/Å):
N -0.82 0.31 -1.21
O -1.16 -0.07 0.43
O -0.42 -0.24 0.49
Si 2.31 -0.27 3.61
Cl 0.30 1.07 0.11
H -0.15 -1.07 -0.52

# C25H28BCl5F3FeN6

A molecular structure, C25H28BCl5F3FeN6 (ωB97M-V/def2-TZVPD, OMol25).

Properties
energy	-5187.11354	a.u.
max |F|	3.11	eV/Å
⟨S²⟩	8.77
2S+1	6
charge	0

Cartesian coordinates (Å):
Fe 0.001 0.062 -0.786
C -2.576 -3.436 0.444
C -3.455 -2.252 0.027
C -3.513 -2.130 -1.492
C -3.066 -0.983 0.746
C -3.841 -0.456 1.788
C -3.156 0.652 2.224
N -2.049 0.779 1.483
N -1.980 -0.212 0.569
B -1.065 1.953 1.633
N 0.367 1.492 1.926
C 1.045 1.770 3.049
C 2.317 1.270 2.920
C 2.352 0.676 1.647
N 1.161 0.822 1.063
C 3.583 0.031 1.070
C 3.470 -0.298 -0.412
C 3.949 -1.226 1.873
N -1.044 2.803 0.359
C -1.471 4.071 0.256
C -1.053 4.563 -0.959
C -0.351 3.506 -1.561
N -0.368 2.446 -0.751
C 0.373 3.605 -2.873
C 1.854 3.250 -2.715
C -0.278 2.747 -3.961
H -3.015 -4.371 0.092
H -2.490 -3.483 1.530
H -1.578 -3.341 0.023
H -4.470 -2.467 0.372
H -2.524 -1.856 -1.879
H -4.222 -1.357 -1.796
H -3.800 -3.078 -1.946
H -4.772 -0.845 2.162
H -3.383 1.353 3.008
H -1.433 2.634 2.543
H 0.587 2.306 3.862
H 3.124 1.325 3.630
H 4.394 0.755 1.202
H 2.674 -1.022 -0.578
H 4.404 -0.731 -0.773
H 3.253 0.592 -0.999
H 3.203 -2.005 1.713
H 4.002 -1.014 2.941
H 4.918 -1.605 1.546
H -2.034 4.537 1.047
H -1.209 5.546 -1.368
H 0.300 4.653 -3.172
H 1.961 2.202 -2.440
H 2.317 3.863 -1.941
H 2.381 3.419 -3.656
H -0.079 1.694 -3.772
H 0.139 3.002 -4.936
H -1.356 2.910 -3.992
Cl 0.759 -2.655 -2.177
C 0.902 -3.033 -0.493
C 0.518 -2.078 0.430
C 0.539 -2.401 1.770
Cl -0.051 -1.310 2.961
C 1.027 -3.643 2.197
Cl 1.135 -4.005 3.872
C 1.438 -4.583 1.254
Cl 2.031 -6.111 1.766
C 1.359 -4.289 -0.106
Cl 1.801 -5.462 -1.277
F -2.354 0.771 -2.224
C -1.499 -0.187 -2.274
F -1.268 -0.345 -3.519
F 1.158 0.207 -2.170

Forces on atoms 1 to 6 (eV/Å):
Fe 0.99 -0.56 2.90
C -0.15 0.04 0.03
C 0.34 -0.11 -0.05
C -0.12 0.25 0.16
C -0.25 0.16 0.19
C 0.04 -0.10 -0.06

# C30H31O2PRuSSeSi

A molecular structure, C30H31O2PRuSSeSi (ωB97M-V/def2-TZVPD, OMol25).

Properties
energy	-4837.62896	a.u.
max |F|	0.16	eV/Å
⟨S²⟩	6.04
2S+1	5
charge	0
energy above the lowest of the compared OMol25 structures with the same formula, charge and spin	0.000	eV

Cartesian coordinates (Å):
Ru -1.051 1.416 -0.984
C -1.264 1.772 3.789
C -1.716 2.554 2.591
C -3.071 2.689 2.306
C -3.504 3.293 1.139
C -2.582 3.798 0.233
C -1.219 3.703 0.519
C -0.795 3.077 1.691
H -1.217 0.710 3.529
H -1.957 1.882 4.623
H -0.270 2.078 4.118
H -3.800 2.264 2.985
H -4.563 3.345 0.925
H -2.910 4.290 -0.675
H -0.493 4.153 -0.145
H 0.267 3.010 1.906
O -4.381 0.158 0.766
C -3.273 -0.240 0.452
O -2.160 0.403 0.630
C -3.119 -1.606 -0.188
C -4.249 -2.404 -0.311
C -4.173 -3.651 -0.910
C -2.957 -4.104 -1.402
C -1.823 -3.313 -1.289
C -1.887 -2.063 -0.676
P -0.415 -0.995 -0.566
C 0.197 -1.193 1.134
C 1.091 -0.239 1.610
C 1.618 -0.341 2.888
C 1.237 -1.393 3.710
C 0.331 -2.338 3.248
C -0.186 -2.242 1.963
C 0.832 -1.865 -1.569
C 1.715 -2.810 -1.051
C 2.649 -3.419 -1.876
C 2.705 -3.094 -3.224
C 1.830 -2.153 -3.748
C 0.903 -1.535 -2.921
H -5.182 -2.014 0.073
H -5.059 -4.267 -0.997
H -2.887 -5.074 -1.877
H -0.883 -3.676 -1.684
H 1.363 0.596 0.975
H 2.314 0.407 3.246
H 1.639 -1.472 4.712
H 0.024 -3.154 3.889
H -0.895 -2.981 1.610
H 1.679 -3.065 0.002
H 3.337 -4.147 -1.464
H 3.437 -3.569 -3.865
H 1.878 -1.888 -4.796
H 0.244 -0.773 -3.321
S -3.300 0.461 -3.542
C -2.413 0.988 -2.422
C 3.570 0.360 -1.158
Si 3.013 2.141 -1.259
C 3.106 2.970 0.421
C 4.137 3.055 -2.442
Se 0.920 2.356 -2.128
H 4.630 0.326 -0.886
H 3.452 -0.132 -2.126
H 3.018 -0.226 -0.423
H 4.138 2.957 0.785
H 2.482 2.482 1.171
H 2.787 4.011 0.345
H 5.172 3.021 -2.092
H 3.840 4.102 -2.533
H 4.100 2.608 -3.437

Forces on atoms 1 to 6 (eV/Å):
Ru -0.01 -0.12 0.00
C -0.01 -0.02 -0.01
C 0.03 0.00 -0.01
C -0.01 0.00 0.00
C -0.01 0.00 0.01
C 0.02 0.00 -0.01

# C47H42F2NO4S3ScSe2

A molecular structure, C47H42F2NO4S3ScSe2 (ωB97M-V/def2-TZVPD, OMol25).

Properties
energy	-9129.81154	a.u.
max |F|	3.73	eV/Å
2S+1	1
charge	0
energy above the lowest of the compared OMol25 structures with the same formula, charge and spin	0.000	eV

Cartesian coordinates (Å):
Sc 0.779 -2.566 1.342
O 5.606 -3.421 1.505
C 5.620 -2.855 2.800
C 4.250 -2.319 3.289
C 4.413 -1.984 4.749
O 5.147 -0.764 4.946
C 3.250 -3.541 3.242
Se 1.390 -3.106 3.621
C 3.799 -1.061 2.546
Se 3.079 -1.366 0.745
H 5.201 -2.762 0.904
H 6.403 -2.081 2.867
H 5.935 -3.669 3.468
H 4.948 -2.818 5.291
H 3.456 -1.877 5.209
H 4.635 -0.235 5.577
H 3.586 -4.303 3.948
H 3.320 -3.919 2.214
H 4.629 -0.294 2.436
H 3.028 -0.594 3.183
C 2.260 0.216 -6.199
C 1.761 0.105 -4.764
C 2.396 0.788 -3.740
C 1.945 0.792 -2.423
C 0.790 0.075 -2.193
C 0.072 -0.536 -3.188
C 0.588 -0.541 -4.472
S 0.098 0.111 -0.519
O -0.129 -1.388 -0.272
C -1.597 0.783 -0.828
C -2.644 -0.083 -1.182
C -3.795 0.476 -1.557
C -3.979 1.866 -1.711
C -5.210 2.423 -2.266
C -5.376 3.728 -2.476
C -4.291 4.610 -2.050
C -3.168 4.175 -1.403
C -2.947 2.754 -1.272
C -1.741 2.167 -0.803
C -0.672 3.061 -0.386
C 0.249 3.726 -1.294
C 0.198 3.669 -2.710
C 1.155 4.233 -3.504
C 2.220 5.014 -2.909
C 2.223 5.182 -1.543
C 1.271 4.524 -0.689
C 1.329 4.633 0.738
C 0.509 3.889 1.521
C -0.551 3.126 0.999
S -1.316 1.977 2.193
O -0.836 2.557 3.474
C -3.099 2.331 2.047
C -3.931 1.183 1.969
C -5.289 1.318 1.775
C -5.845 2.580 1.729
C -7.375 2.636 1.607
C -5.057 3.713 1.782
C -3.682 3.610 1.997
H 3.151 0.773 -6.241
H 1.445 0.741 -6.688
H 2.459 -0.778 -6.634
H 3.350 1.268 -4.013
H 2.388 1.330 -1.625
H -0.892 -1.026 -2.955
H 0.044 -0.968 -5.250
H -2.453 -1.130 -1.149
H -4.723 -0.138 -1.814
H -5.993 1.701 -2.418
H -6.248 4.181 -2.848
H -4.375 5.670 -2.222
H -2.342 4.885 -1.062
H -0.654 3.168 -3.181
H 1.091 4.080 -4.596
H 2.915 5.589 -3.542
H 3.021 5.722 -0.957
H 2.108 5.252 1.119
H 0.633 3.962 2.586
H -3.504 0.219 2.034
H -5.961 0.434 1.671
H -7.763 3.274 0.754
H -7.773 3.168 2.531
H -7.824 1.623 1.570
H -5.540 4.688 1.676
H -2.986 4.490 2.002
F -2.209 -3.120 0.508
C -1.365 -3.162 1.632
F -1.514 -1.855 2.231
H -1.892 -3.740 2.395
S 2.246 -5.492 -2.015
C 1.704 -4.139 -1.185
N 1.366 -4.312 0.076
C 1.465 -5.638 0.437
C 1.258 -6.153 1.720
C 1.529 -7.485 2.010
C 1.943 -8.299 0.972
C 2.229 -7.821 -0.308
C 1.943 -6.497 -0.590
H 1.621 -3.197 -1.699
H 1.023 -5.506 2.553
H 1.456 -7.891 3.005
H 2.119 -9.325 1.224
H 2.499 -8.496 -1.077

Forces on atoms 1 to 6 (eV/Å):
Sc -0.64 0.68 -1.42
O -0.23 0.42 -0.52
C 0.14 -0.12 0.15
C 0.37 -1.07 -0.02
C 1.22 -0.08 0.92
O -0.30 0.03 0.35

# C6H11ClN

A gas-phase ion, C6H11ClN (charge +1) (ωB97M-V/def2-TZVPD, OMol25).

Properties
energy	-749.72370	a.u.
max |F|	4.45	eV/Å
2S+1	1
charge	+1
energy above the lowest of the compared OMol25 structures with the same formula, charge and spin	4.160	eV

Cartesian coordinates (Å):
C -0.878 0.958 0.552
C -1.661 -0.234 -0.206
C 1.268 -0.381 0.996
C 0.601 0.877 0.366
C 1.531 -0.981 -0.309
C -1.388 -1.681 0.169
N 1.172 0.343 -1.051
Cl -1.489 -2.134 1.718
H -1.360 1.882 0.104
H -1.082 0.884 1.586
H -2.750 -0.139 0.047
H -1.600 -0.293 -1.326
H 2.236 -0.025 1.522
H 0.606 -0.850 1.688
H 1.125 1.893 0.672
H 1.675 -1.992 -0.879
H -1.389 -2.385 -0.760
H 0.571 0.345 -1.837
H 1.847 0.993 -1.309

Forces on atoms 1 to 6 (eV/Å):
C -1.59 -0.68 -3.75
C -0.64 -0.77 0.45
C 1.79 1.91 1.19
C 1.89 1.00 0.40
C -0.53 -0.55 -2.67
C 0.82 0.72 -4.31

# C20H12Br4IN2O4Ru

A molecular structure, C20H12Br4IN2O4Ru (ωB97M-V/def2-TZVPD, OMol25).

Properties
energy	-11868.38762	a.u.
max |F|	1.27	eV/Å
⟨S²⟩	1.10
2S+1	2
charge	0
energy above the lowest of the compared OMol25 structures with the same formula, charge and spin	0.569	eV

Cartesian coordinates (Å):
Ru 1.052 0.090 0.318
C -1.582 -1.375 3.555
C -2.218 -1.295 2.199
N -3.525 -1.306 2.099
C -4.091 -1.217 0.863
C -3.374 -1.071 -0.288
C -4.094 -1.015 -1.607
O -3.780 0.145 -2.387
C -1.959 -1.019 -0.188
C -1.156 -0.916 -1.381
N 0.117 -0.759 -1.381
C 0.849 -0.834 -2.610
C 0.292 -0.626 -3.867
C 1.066 -0.741 -5.011
C 2.412 -1.071 -4.924
C 2.981 -1.289 -3.679
C 2.195 -1.167 -2.546
I 3.013 -1.544 -0.673
C -1.362 -1.185 1.055
O -0.063 -1.301 1.227
H -2.343 -1.614 4.295
H -1.118 -0.419 3.809
H -0.791 -2.124 3.569
H -5.174 -1.265 0.831
H -5.168 -1.075 -1.420
H -3.827 -1.866 -2.234
H -4.075 0.918 -1.894
H -1.680 -1.018 -2.326
H -0.748 -0.345 -3.961
H 0.612 -0.563 -5.977
H 3.018 -1.150 -5.816
H 4.029 -1.546 -3.591
Br 5.275 3.738 4.111
C 3.701 3.093 3.325
C 2.465 3.126 4.075
Br 2.467 3.826 5.814
C 1.308 2.644 3.535
Br -0.343 2.672 4.416
C 1.312 2.058 2.230
O 0.286 1.523 1.701
C 2.541 2.089 1.448
O 2.478 1.643 0.254
C 3.728 2.602 2.051
Br 5.273 2.550 0.987

Forces on atoms 1 to 6 (eV/Å):
Ru 0.67 -0.54 0.12
C -0.10 -0.03 -0.04
C -0.09 -0.10 0.17
N 0.01 0.01 -0.36
C 0.08 0.00 0.42
C 0.02 0.00 -0.01

# C17H25NO3

A single C17H25NO3 molecule (ωB97M-V/def2-TZVPD, OMol25).

Properties
energy	-943.28577	a.u.
max |F|	0.62	eV/Å
2S+1	1
charge	0
energy above the lowest of the compared OMol25 structures with the same formula, charge and spin	1.054	eV
SMILES	CCCCN1c2cc(C)c(O)cc2[C@@H](C(=O)OCC)[C@@H]1C

Cartesian coordinates (Å):
C 0.069 5.313 -0.489
C 0.692 4.769 0.792
C 1.350 3.402 0.604
C 0.342 2.298 0.274
N 0.931 0.985 0.367
C 0.254 -0.073 0.943
C -0.531 -0.082 2.086
C -1.081 -1.275 2.537
C -1.935 -1.325 3.766
C -0.836 -2.460 1.837
O -1.399 -3.615 2.314
C -0.050 -2.458 0.688
C 0.491 -1.268 0.261
C 1.301 -0.972 -0.977
C 0.336 -1.180 -2.127
O 0.232 -2.207 -2.746
O -0.430 -0.102 -2.322
C -1.504 -0.228 -3.255
C -2.726 -0.848 -2.593
C 1.743 0.489 -0.742
C 3.225 0.541 -0.369
H -0.308 6.321 -0.326
H -0.760 4.691 -0.815
H 0.808 5.350 -1.286
H -0.075 4.697 1.566
H 1.450 5.474 1.143
H 2.093 3.470 -0.193
H 1.868 3.125 1.524
H -0.066 2.452 -0.735
H -0.486 2.347 0.984
H -0.718 0.827 2.637
H -2.055 -0.336 4.199
H -2.915 -1.733 3.524
H -1.484 -1.986 4.505
H -1.156 -4.345 1.733
H 0.123 -3.372 0.136
H 2.144 -1.652 -1.106
H -1.172 -0.843 -4.098
H -1.711 0.789 -3.594
H -2.499 -1.863 -2.277
H -3.552 -0.874 -3.298
H -3.015 -0.267 -1.721
H 1.567 1.102 -1.633
H 3.835 0.169 -1.189
H 3.526 1.560 -0.145
H 3.401 -0.071 0.512

Forces on atoms 1 to 6 (eV/Å):
C 0.01 0.01 0.25
C 0.16 -0.07 -0.24
C -0.37 0.10 0.16
C 0.23 0.24 0.01
N 0.05 0.17 -0.06
C -0.06 -0.61 0.05

# C9H21BF2NiS3Sb2

A molecular structure, C9H21BF2NiS3Sb2 (ωB97M-V/def2-TZVPD, OMol25).

Properties
energy	-3763.64777	a.u.
max |F|	0.42	eV/Å
⟨S²⟩	3.77
2S+1	4
charge	-1

Cartesian coordinates (Å):
Ni 1.320 -2.008 1.316
S 4.562 -5.363 2.685
Sb 3.457 -4.146 1.124
S 1.100 -4.301 1.081
S 3.631 -1.791 1.187
F 1.435 -2.247 4.242
B 0.943 -1.508 3.240
F 0.319 -0.391 3.711
C 0.509 2.863 1.442
C -0.531 2.148 0.585
C -0.913 2.973 -0.638
Sb 0.145 0.144 0.104
C 0.558 0.277 -2.007
C 0.613 -1.144 -2.563
C 1.885 1.000 -2.219
C -1.779 -0.855 -0.048
C -2.727 -0.268 -1.086
C -2.439 -0.921 1.326
H 0.142 3.848 1.750
H 1.438 3.018 0.888
H 0.752 2.294 2.340
H -1.425 1.972 1.191
H -0.046 3.169 -1.273
H -1.312 3.945 -0.327
H -1.668 2.484 -1.255
H -0.251 0.834 -2.486
H 1.337 -1.757 -2.019
H 0.907 -1.129 -3.617
H -0.352 -1.650 -2.493
H 2.701 0.447 -1.746
H 1.884 2.008 -1.798
H 2.118 1.086 -3.286
H -1.495 -1.869 -0.345
H -3.055 0.734 -0.794
H -3.628 -0.886 -1.172
H -2.278 -0.200 -2.078
H -2.682 0.077 1.700
H -1.797 -1.404 2.064
H -3.377 -1.483 1.273

Forces on atoms 1 to 6 (eV/Å):
Ni 0.01 0.00 0.21
S -0.03 0.02 0.08
Sb 0.30 -0.15 -0.26
S -0.24 0.05 -0.06
S 0.00 0.16 -0.03
F -0.06 0.04 0.08

# C7H11IO2

A single C7H11IO2 molecule (ωB97M-V/def2-TZVPD, OMol25).

Properties
energy	-721.53343	a.u.
max |F|	0.78	eV/Å
2S+1	1
charge	0
energy above the lowest of the compared OMol25 structures with the same formula, charge and spin	0.000	eV
SMILES	C[C@@H]1C(=O)OC(C)(C)[C@H]1I

Cartesian coordinates (Å):
C -0.093 2.694 -0.494
C 0.020 1.375 0.253
C 1.458 0.850 0.309
O 2.449 1.499 0.462
O 1.465 -0.479 0.151
C 0.135 -1.024 0.046
C 0.145 -2.125 -1.007
C -0.251 -1.584 1.414
C -0.688 0.200 -0.399
I -2.794 0.086 0.029
H 0.219 2.579 -1.530
H 0.550 3.434 -0.024
H -1.120 3.055 -0.474
H -0.310 1.517 1.289
H 0.772 -2.948 -0.677
H 0.541 -1.747 -1.947
H -0.867 -2.490 -1.167
H 0.545 -2.241 1.759
H -1.172 -2.157 1.350
H -0.376 -0.788 2.144
H -0.627 0.295 -1.486

Forces on atoms 1 to 6 (eV/Å):
C 0.06 -0.10 0.19
C 0.04 0.05 -0.12
C -0.35 0.64 0.08
O 0.13 -0.04 0.00
O 0.37 -0.39 -0.09
C -0.62 -0.47 0.00

# C8H15ClI2N2OPRu

A molecular structure, C8H15ClI2N2OPRu (ωB97M-V/def2-TZVPD, OMol25).

Properties
energy	-1989.69194	a.u.
max |F|	6.81	eV/Å
⟨S²⟩	8.79
2S+1	6
charge	+2

Cartesian coordinates (Å):
I 2.181 2.319 -1.426
I 0.759 -2.488 -0.995
Ru 0.148 -0.132 -0.443
P -0.804 -0.078 -2.390
C 0.286 -0.072 -3.841
C -1.916 -1.535 -2.523
H -2.523 1.412 -1.680
H -2.480 1.335 -3.461
H -1.249 2.270 -2.580
C -1.885 1.394 -2.565
H -2.529 -1.538 -1.604
H -2.556 -1.465 -3.393
H -0.332 -0.073 -4.786
H 0.907 -0.952 -3.861
H -1.325 -2.440 -2.551
H 0.894 0.821 -3.835
C 2.028 0.236 -0.906
O 3.168 -0.132 -1.175
Cl -2.002 0.172 0.530
C 0.445 1.136 4.937
N 0.685 0.291 3.770
C 1.299 -1.013 3.740
C 1.326 -1.418 2.443
N 0.716 -0.405 1.721
C 0.359 0.599 2.487
H -0.163 0.606 5.648
H 1.385 1.410 5.377
H -0.067 2.006 4.558
H 1.641 -1.510 4.638
H 1.740 -2.280 1.986
H -0.138 1.523 2.180

Forces on atoms 1 to 6 (eV/Å):
I 0.30 1.97 -0.35
I 0.37 -2.17 0.08
Ru -1.58 -0.54 5.80
P -2.88 0.68 -3.71
C -0.98 -0.07 -0.87
C -0.13 0.82 0.65